{"formula": "H2", "method": "the ωB97M-V functional and the def2-TZVPD basis", "s_squared": 0.7509, "de_lowest_kcal_mol": 0.0, "molar_mass_g_mol": 2.0, "homo_ev": [2.770, -6.676], "total_charge": -1, "spin_multiplicity": 2, "symbols": ["H", "H"], "coordinates": [[-0.36, -0.19, -0.11], [0.36, 0.19, 0.11]], "mulliken_spin": [0.500, 0.500]}